# C42H37FIrN10O7

A molecular structure, C42H37FIrN10O7 (ωB97M-V/def2-TZVPD, OMol25).

Output
E_LUMO	-4.0799	eV
strongest force on any atom	0.76	eV/A
energy relative to the best compared isomer or geometry (same formula, charge and spin)	1.226	eV
charge	+1
calculated total energy	-78941.278	eV
HOMO level	-9.9	eV
orbital gap	5.82	eV

Atoms and positions in Å:
Ir  2.0503  -0.4373  -0.7512
N  0.8257  3.5819  -1.7423
C  0.7852  2.2851  -1.4943
N  1.8620  1.5751  -1.2393
C  3.1187  2.1849  -1.2225
N  4.2161  1.4922  -1.0698
N  3.9210  0.1681  -0.8998
C  4.8266  -0.7396  -0.8503
C  4.3403  -2.1095  -0.6541
C  5.1850  -3.1995  -0.5752
C  4.6446  -4.4624  -0.3704
C  3.2738  -4.5956  -0.2503
C  2.4760  -3.4652  -0.3478
N  2.9894  -2.2561  -0.5508
C  3.1906  3.6209  -1.4054
C  4.3951  4.3292  -1.3209
C  4.4014  5.6909  -1.5135
C  3.2102  6.3678  -1.7942
C  2.0128  5.6906  -1.8781
C  2.0117  4.3128  -1.6793
H  -0.0343  4.0667  -1.9611
H  -0.1746  1.7919  -1.4902
H  5.8781  -0.4943  -0.9365
H  6.2519  -3.0529  -0.6706
H  5.2901  -5.3273  -0.3045
H  2.8104  -5.5570  -0.0831
H  1.3985  -3.5252  -0.2765
H  5.3046  3.7870  -1.1058
H  5.3293  6.2416  -1.4487
H  3.2250  7.4385  -1.9462
H  1.0872  6.2087  -2.0890
C  -5.6363  -2.5193  0.2434
O  -4.2164  -2.5336  0.2403
C  -3.5875  -3.3497  1.1228
C  -4.2235  -4.1573  2.0513
C  -3.4711  -4.9543  2.9072
C  -2.0914  -4.9548  2.8279
C  -1.4520  -4.1533  1.8898
C  -2.1857  -3.3380  1.0437
N  -1.6123  -2.5221  0.0398
C  -0.4844  -1.7743  0.1752
N  -0.0159  -1.6311  1.4176
C  1.0990  -0.9645  1.9473
C  2.0984  -0.3243  1.2387
C  3.0757  0.3976  1.9284
C  3.0511  0.4646  3.3082
C  2.0658  -0.1943  4.0322
C  1.0995  -0.9083  3.3548
O  0.0786  -1.5776  3.9427
C  -0.2003  -1.2959  5.3064
N  0.1440  -1.2451  -0.8579
C  -0.2207  -1.3634  -2.2206
C  0.8387  -1.5272  -3.1265
C  0.6570  -1.5311  -4.4991
C  -0.6208  -1.3981  -5.0176
C  -1.6846  -1.2436  -4.1459
C  -1.5030  -1.2032  -2.7693
O  -2.6284  -1.0798  -1.9979
C  -2.8640  0.2282  -1.4408
H  -5.9298  -1.8343  -0.5463
H  -6.0209  -2.1584  1.1993
H  -6.0388  -3.5124  0.0336
H  -5.3013  -4.1651  2.1200
H  -3.9763  -5.5754  3.6342
H  -1.5034  -5.5782  3.4872
H  -0.3715  -4.1650  1.8263
H  -2.2533  -2.2130  -0.6916
H  -0.6780  -1.8678  2.1482
H  3.8503  0.9319  1.3967
H  3.8063  1.0371  3.8304
H  2.0492  -0.1313  5.1097
H  -1.0998  -1.8537  5.5490
H  -0.3806  -0.2283  5.4413
H  0.6167  -1.6263  5.9510
H  1.8433  -1.7121  -2.7453
H  1.5083  -1.6651  -5.1526
H  -0.7904  -1.4219  -6.0850
H  -2.6984  -1.1406  -4.5111
H  -3.1252  0.9212  -2.2464
H  -1.9943  0.5877  -0.8869
H  -3.7044  0.1265  -0.7610
F  -1.3024  5.7607  -1.6620
C  -2.1382  4.8477  -1.1116
C  -1.9028  4.3610  0.1123
N  -2.7012  3.4201  0.6884
C  -2.2677  2.7592  1.9146
C  -1.2985  1.5872  1.6361
O  -1.0982  0.8429  2.5984
O  -0.8312  1.5180  0.4617
C  -3.7839  2.8914  0.0109
O  -4.4737  1.9969  0.4450
N  -4.0225  3.4599  -1.2324
C  -3.2643  4.4059  -1.9146
O  -3.5311  4.7708  -3.0355
H  -1.0566  4.6936  0.6988
H  -3.1407  2.3800  2.4356
H  -1.7759  3.4929  2.5530
H  -4.8306  3.0984  -1.7201

And the Löwdin charges, in e, turn out to be: 1.34 0.18 -0.08 0.01 -0.24 0.11 -0.19 -0.02 -0.22 0.01 -0.02 -0.01 -0.07 -0.04 -0.08 0.00 -0.05 -0.04 0.01 -0.15 0.14 0.12 0.14 0.13 0.12 0.12 0.12 0.12 0.11 0.12 0.11 -0.05 -0.08 -0.21 -0.01 -0.07 -0.08 -0.03 -0.15 0.19 -0.35 0.17 -0.17 -0.19 -0.11 -0.07 -0.01 -0.24 -0.10 -0.05 -0.02 -0.19 -0.06 -0.07 -0.06 0.02 -0.23 -0.13 -0.02 0.10 0.10 0.10 0.11 0.11 0.11 0.11 0.11 0.13 0.08 0.11 0.11 0.10 0.11 0.09 0.08 0.11 0.11 0.13 0.10 0.06 0.08 0.05 -0.20 0.04 0.01 -0.03 -0.62 0.03 -0.08 -0.47 0.09 0.22 -0.41 0.11 0.16 0.13 0.13 0.17